Entry 1:
DFT (ωB97M-V/def2-TZVPD) results for a molecular structure, C41H40AlNO4STe.

The geometry in XYZ format:
```
89
Properties=species:S:1:pos:R:3:forces:R:3
H 5.364492 -3.446487 2.211484 0.0 0.0 0.0
H -1.761435 1.809322 2.422958 0.0 0.0 0.0
H 3.840831 1.846683 -0.111779 0.0 0.0 0.0
H 3.193839 1.972019 -1.785797 0.0 0.0 0.0
O 1.814722 1.533033 -0.299474 0.0 0.1 -0.1
C -2.178348 -1.425125 -5.689103 0.0 0.0 0.0
H 6.009708 -2.484785 -1.908993 0.0 0.0 0.0
H -0.200917 3.089633 -2.708334 0.0 0.0 0.0
H 0.417229 -3.231010 6.377856 0.0 0.0 0.0
H 1.145285 -1.069971 7.667588 0.0 0.0 0.0
C -2.291357 -0.866334 -0.404036 0.0 0.0 0.0
H -4.245456 -1.658493 -0.730297 0.0 0.0 0.0
C 5.847342 -2.995763 0.171734 0.0 0.0 0.0
C 4.981886 -3.176956 1.235908 0.0 0.0 0.0
H 3.579103 -2.161001 -2.202042 0.0 0.0 0.0
H -3.640929 -3.913159 0.132007 0.0 0.0 0.0
H -2.460551 1.244609 -0.116661 0.0 0.0 0.0
H -3.253234 5.945658 -3.654278 0.0 0.0 0.0
C -1.920372 0.069756 -3.337111 0.0 0.0 0.0
H -0.857975 5.369851 -3.411865 0.0 0.0 0.0
C 3.144371 1.431252 -0.839782 0.0 0.0 0.1
H 0.924097 3.296908 -0.876327 0.0 0.0 0.0
Al 0.411483 0.222587 -0.400298 -0.1 -0.1 0.0
C -0.975308 1.073382 2.246696 0.0 0.0 0.0
C -2.619415 0.510765 -0.908909 0.0 0.0 0.0
C -0.203785 -3.857828 -3.441757 0.0 0.0 0.0
H -0.796929 -3.504912 -4.276195 0.0 0.0 0.0
H 0.071486 0.462844 -3.998809 0.0 0.0 0.0
C 1.107686 -3.359453 -1.480667 0.0 0.0 0.0
H 2.965966 -3.105260 1.927937 0.0 0.0 0.0
C -3.921179 3.982957 -3.093857 0.0 0.0 0.0
C 0.348394 -2.934744 -2.560457 0.0 0.0 0.0
H -1.405966 0.086588 2.119647 0.0 0.0 0.0
H -4.971172 4.216745 -3.215400 0.0 0.0 0.0
H 0.867134 -3.537940 1.254580 0.0 0.0 0.0
S 1.209897 -2.227711 4.278612 0.0 0.0 0.1
H 0.189637 -1.876530 -2.713166 0.0 0.0 0.0
C -1.613888 -3.352732 0.535456 0.0 0.0 0.0
C 0.002506 -5.214949 -3.250886 0.0 0.0 0.0
H 2.203228 0.716068 6.050460 0.0 0.0 0.0
C 0.774714 -5.646196 -2.178258 0.0 0.0 0.0
H -0.246317 1.054079 3.057994 0.0 0.0 0.0
C -3.109208 -0.584347 -3.637259 0.0 0.0 0.0
C 0.750412 -2.540783 0.832591 0.0 0.0 -0.1
H 3.331790 0.372146 -0.982607 0.0 0.0 0.0
C 1.259835 -1.214812 6.602046 0.0 0.0 0.0
C -2.200321 2.382670 -2.526119 0.0 0.0 0.0
C -2.959304 4.951892 -3.342716 0.0 0.0 0.0
O 1.479079 -1.047254 -0.893932 0.1 0.0 0.0
C -1.244846 3.353818 -2.797603 0.0 0.0 0.0
H -3.678728 0.539295 -1.152109 0.0 0.0 0.0
C -0.859757 -0.035491 -4.233212 0.0 0.0 0.0
H -4.171717 -1.836028 -5.014678 0.0 0.0 0.0
C -0.986012 -0.774162 -5.398282 0.0 0.0 0.0
C -1.751674 0.973244 -2.108038 0.0 0.0 0.0
H -0.148614 -0.846119 -6.080831 0.0 0.0 0.0
C 3.613833 -2.987572 1.068883 0.0 0.0 0.0
H 1.087385 -1.800300 1.567978 0.0 0.0 0.0
C 3.101221 -2.619626 -0.165307 0.0 0.0 0.0
N -1.038971 -1.102243 0.037185 0.0 0.1 0.0
C -3.543622 2.709520 -2.696323 0.0 0.0 0.0
O -0.296035 1.422827 1.023021 0.0 0.0 -0.1
C -1.619090 4.628791 -3.201208 0.0 0.0 0.0
C 1.833051 -0.246319 5.726543 0.0 0.0 0.0
H -4.314672 1.966357 -2.535950 0.0 0.0 0.0
C 1.358990 2.847915 0.016465 0.0 0.0 0.0
H -3.959487 -0.517061 -2.970263 0.0 0.0 0.0
H -1.301780 -4.324223 0.890911 0.0 0.0 0.0
H 0.954367 -6.703647 -2.029537 0.0 0.0 0.0
O -0.413828 1.015360 -1.723528 0.0 0.0 0.0
Te 2.603215 0.359549 2.718948 0.1 0.0 0.0
H 2.205621 3.441578 0.362447 0.0 0.0 0.0
C 3.978702 -2.442758 -1.234210 0.0 0.0 0.0
C -3.246122 -1.866678 -0.374937 0.0 0.0 0.0
H -0.415041 3.482800 1.088371 0.0 0.0 0.0
H -0.426299 -5.934843 -3.936488 0.0 0.0 0.0
C -0.684447 -2.325065 0.480885 0.0 0.0 0.0
C 1.621030 -2.362911 -0.435919 0.0 0.0 0.0
C 5.340331 -2.625176 -1.069215 0.0 0.0 0.0
C -3.238127 -1.330618 -4.802178 0.0 0.0 0.0
H 1.938485 -5.065144 -0.475546 0.0 0.0 0.0
H 6.912526 -3.135822 0.304206 0.0 0.0 0.0
C 0.872171 -2.348126 5.958851 0.0 0.0 0.0
H -2.277785 -2.004000 -6.598353 0.0 0.0 0.0
H 0.858817 2.718279 2.109261 0.0 0.0 0.0
C -2.904792 -3.120114 0.106125 0.0 0.0 0.0
C 0.348872 2.704456 1.145653 0.0 0.0 0.0
C 1.323812 -4.724161 -1.301750 0.0 0.0 0.0
C 1.884387 -0.646024 4.420252 -0.1 0.0 0.0
```
Positions in Å, forces in eV/Å.

The relative energy (zero: lowest compared OMol25 entry of this formula, charge and spin) comes out at 0.4 kcal/mol. The value obtained for the LUMO energy is -0.0003 hartree. The value obtained for the strongest force on any atom is 0.167 eV/Å. The calculation puts the HOMO-LUMO gap at 5.97 eV.


Entry 2:
DFT (ωB97M-V/def2-TZVPD) results for 2 unconnected molecules or ions with the total composition C12H15N3O3S at a distorted geometry.

The geometry in XYZ format:
```
34
Properties=species:S:1:pos:R:3:forces:R:3
H -0.323882 1.154562 1.388520 -0.1 -0.1 0.2
C 5.069401 -0.873013 -2.865164 -0.4 0.1 -0.1
H 6.041797 -1.150314 -2.456104 -0.2 0.0 0.1
H 1.379777 0.724798 -0.815460 0.0 -0.1 -0.1
H 4.355939 -1.003250 -0.861263 0.0 0.0 -0.1
N -2.233344 0.725196 2.127951 0.9 0.1 -0.3
O -3.577023 3.668194 -0.490201 0.0 -0.2 0.1
H -4.539734 3.756379 -0.414927 0.3 0.0 -0.1
H -4.348114 -0.383976 3.541070 -0.1 0.1 -0.1
C -4.564916 0.398180 2.821891 -1.2 0.6 -0.4
C -5.819214 0.890982 2.545355 1.7 -0.4 0.1
O 0.196044 -3.363167 -0.329313 -0.2 0.0 -0.1
S -5.785338 2.153484 1.316859 0.4 -0.4 0.4
H 4.739327 -1.642981 -3.566319 0.1 0.1 0.0
C -3.531511 1.037486 2.035232 0.2 -0.5 0.4
C 2.314218 -2.853462 0.596798 -0.3 0.2 -0.1
N 0.926720 -1.311165 -0.741042 0.5 1.9 -0.4
C -1.804891 2.382322 0.445160 0.1 0.1 -0.1
C -4.036467 2.007481 1.177105 -0.7 0.0 0.1
C 2.835140 -0.295034 -1.988159 -0.8 0.8 -0.9
H -1.088316 2.902157 -0.179210 -0.1 0.0 0.0
C 1.066321 -2.519197 -0.197060 -0.1 -1.8 0.6
H 2.436997 -2.136945 1.405750 0.2 0.1 0.1
H -6.731009 0.544144 3.023281 0.1 0.3 -0.3
C 1.912717 -0.224518 -0.767551 0.0 -0.5 0.1
H 2.198146 -3.849741 1.021979 -0.1 0.1 -0.1
C -1.381544 1.393065 1.334827 -1.3 -0.1 0.3
H 5.162516 0.070592 -3.408033 0.0 -0.1 0.0
H 0.076943 -1.179951 -1.270006 0.1 0.0 0.0
H 3.176870 -2.845352 -0.063322 0.2 0.1 0.0
N 4.085165 -0.732213 -1.792806 0.9 -0.4 0.6
O 2.432013 0.077200 -3.084114 0.1 -0.3 0.4
H 2.509914 -0.220996 0.143288 -0.1 -0.1 0.2
C -3.150662 2.699051 0.364992 -0.2 0.4 -0.3
```
Positions in Å, forces in eV/Å.

The relative energy (zero: lowest compared OMol25 entry of this formula, charge and spin) comes out at 35.1 kcal/mol. The value obtained for the LUMO energy is 0.0192 hartree. The value obtained for the strongest force on any atom is 2.001 eV/Å. The calculation puts the HOMO-LUMO gap at 9.28 eV.


Entry 3:
DFT (ωB97M-V/def2-TZVPD) results for 2 unconnected molecules or ions with the total composition C46H61N4O2 at a distorted geometry.

The geometry in XYZ format:
```
113
Properties=species:S:1:pos:R:3:forces:R:3
H -2.732029 -4.033525 -1.447639 -0.1 0.2 0.1
H -3.336620 0.916154 4.404134 -0.2 0.0 -0.2
H -3.446427 7.147827 -4.894206 0.4 -0.1 0.1
H -4.053112 -3.122426 -0.682606 0.2 0.0 -0.1
C -1.159825 3.144419 -1.762175 -0.9 1.1 -2.1
H -4.261918 3.113672 2.375942 0.2 0.0 0.0
H 4.337523 -1.837626 -1.990869 -0.1 0.1 0.3
C 2.098976 -2.045209 1.527363 0.4 -0.2 0.3
C 0.389754 0.026625 -0.334067 0.2 -0.8 0.1
C 3.709035 -0.979213 -1.770994 0.2 0.8 0.5
C -1.558906 7.699934 -3.969874 0.0 -0.1 0.1
C -2.981972 -3.099324 -0.925547 -0.1 -0.1 0.4
H 2.885886 0.854327 4.784464 0.0 -0.1 -0.1
H 4.020244 -4.856422 1.166087 -0.1 0.4 -0.1
H -3.358898 -3.067208 -3.490471 0.0 0.2 0.1
O 6.273848 -0.561071 -1.050910 -0.9 1.7 -0.4
H -0.887398 3.245517 -5.037736 -0.1 -0.2 0.4
C -1.207373 -1.949126 -2.288413 0.5 -0.3 0.1
H 2.903202 -6.176459 0.342536 -0.1 0.1 -0.2
H 5.082905 0.827267 3.042543 0.0 0.1 -0.2
H 5.836054 -3.236321 1.522932 -0.3 0.0 0.1
C 3.758353 -3.811367 1.318167 0.6 0.1 -0.2
C 2.430131 -3.403975 1.210038 -0.3 0.0 0.1
C -1.399356 1.331163 2.728632 0.3 -0.2 0.3
H 1.664504 1.862261 2.947783 0.1 -0.1 -0.1
H 0.402906 5.563688 -2.158873 -0.1 0.2 -0.3
H -0.193637 2.017583 -3.925468 -0.2 0.3 0.0
H -5.275245 1.877518 -1.528066 0.2 -0.3 0.2
C 4.794296 -2.921950 1.571390 -0.5 0.1 0.2
H 1.417443 -6.216602 -0.590331 0.1 0.1 0.1
H -1.641876 8.753436 -4.242443 0.1 -0.3 0.0
H -3.163235 4.709630 -4.384488 0.1 0.3 0.0
C 2.164921 -5.543906 -0.156504 0.1 -0.2 -0.1
C 3.009403 0.197960 2.713945 0.2 -0.1 -0.4
C -2.559617 6.802433 -4.361711 0.3 -0.2 0.2
H -4.972508 1.986846 0.926402 0.4 -0.1 -0.3
C -0.471241 7.264185 -3.206968 -0.3 -0.1 0.2
H -2.786194 3.333423 3.311144 -0.1 -0.1 -0.2
H 1.538982 2.245377 -1.260459 0.2 -0.2 0.0
H -3.805988 -0.369887 3.272911 0.0 0.3 0.0
C -2.861680 1.402512 2.342693 -0.3 -0.2 -0.2
C -3.756774 0.347674 -1.746250 -0.2 0.0 0.1
H -1.006839 -2.896846 -2.807365 -0.1 0.2 0.0
H -1.038588 0.306475 2.813834 0.0 0.4 0.0
C -1.608265 -1.830954 2.079002 -1.1 0.1 -0.2
C -4.293541 1.371013 0.332707 -0.2 0.4 -0.3
C 4.464820 -1.626998 1.941991 0.3 -0.4 -0.3
H -2.424641 -3.085615 0.013408 -0.1 0.0 -0.3
H 1.957329 -5.935153 2.432976 -0.1 0.2 0.0
N -1.404827 -0.998534 0.883001 0.1 -0.2 0.1
C -1.352373 5.016187 -3.265547 0.3 1.7 -0.3
H -4.590617 -1.980844 -2.835730 0.1 0.0 -0.1
C 1.793456 0.983790 2.302269 -0.5 0.3 0.1
H -3.899717 0.285891 -2.828842 -0.1 -0.3 0.5
C 1.091803 -5.371801 2.063361 -0.1 -0.2 0.2
H -4.766186 1.108615 3.370526 0.2 -0.1 0.0
C 4.216980 1.111452 2.436781 0.3 0.1 0.0
C 3.478421 1.479439 -1.822579 0.0 -0.6 0.5
H -1.948510 2.055851 -4.197697 0.2 0.3 0.0
H -0.012345 -1.505401 3.520962 0.0 -0.1 -0.2
H 3.918091 2.433578 -2.089840 0.0 -0.1 0.4
C -2.931011 -0.565298 -1.073099 0.2 -0.3 -0.3
H 3.909313 -0.574134 4.539160 -0.2 0.0 0.0
H -0.284522 0.855660 -0.512976 -0.2 -0.3 0.0
H 0.303120 -6.093463 1.812468 0.2 0.1 0.1
C -3.524704 -2.067248 -3.070241 -0.2 0.0 -0.1
C 0.227699 -4.135296 0.053866 -0.6 0.1 -0.1
H -0.991065 -1.114299 -2.970242 0.0 -0.2 0.1
C -3.187354 2.909024 2.382314 -0.1 0.2 0.0
H -2.119575 -2.769817 1.822402 0.1 0.2 0.0
N 5.613814 0.466780 -1.312331 2.2 0.2 0.0
C -2.653060 -1.902213 -1.815980 0.3 0.3 -0.3
H -1.283230 2.063932 -1.666086 0.6 0.2 0.2
N -1.180691 3.627590 -2.986677 -0.1 -1.6 2.6
H -0.518464 -1.868574 -1.443357 -0.2 -0.1 -0.5
C 2.176763 1.361439 -1.378297 -0.2 -0.9 -0.5
H -2.720221 3.443689 1.546126 -0.1 -0.1 0.1
H 5.279839 -0.969938 2.241120 -0.3 -0.2 -0.2
H -2.260588 -1.302094 2.785078 0.4 -0.3 -0.1
H 2.653549 -5.015261 -0.982789 0.0 -0.1 0.1
H 3.959355 2.142574 2.703218 0.0 -0.2 0.0
C 2.398276 -1.099978 -1.359114 -0.5 0.6 -0.1
C 1.466572 -4.568200 0.808268 0.4 0.2 0.1
H -1.209856 3.833850 -0.911983 0.0 -0.3 -0.4
H 2.142010 -0.732921 4.512789 0.1 0.1 -0.1
H -0.780276 1.882601 2.010625 0.0 -0.2 0.1
H 0.727527 -4.749507 2.887241 0.1 -0.2 -0.2
C 3.145392 -1.171803 1.978523 -0.4 0.1 0.3
H -0.365393 -3.398979 0.588989 0.0 -0.2 -0.2
H -1.269130 1.803870 3.714025 0.0 -0.1 -0.3
H 4.512352 1.111807 1.379134 -0.1 0.0 0.2
H -0.045284 -3.142534 2.836197 -0.2 0.4 0.0
C -3.741390 0.716839 3.402004 -0.1 -0.1 0.3
H -0.413633 -5.011920 -0.113231 0.1 0.2 0.0
H 0.905902 0.372289 2.402804 0.1 0.3 0.0
C 2.978537 -0.084858 4.224814 0.0 -0.1 0.1
N 0.687489 -1.647063 1.526212 -0.6 0.0 -0.8
H 0.483485 -3.735672 -0.934501 0.0 0.0 0.2
C -0.405716 5.932557 -2.796095 0.1 -0.4 -0.2
O 6.015371 1.631513 -1.099629 -0.3 -1.8 -0.3
H 1.914898 -2.079648 -1.265402 0.3 0.5 -0.1
C -1.047343 2.680618 -4.112163 -0.1 -0.4 -0.5
H 1.876486 1.332298 1.266408 0.0 -0.1 0.3
C -2.427816 5.447743 -4.054706 0.1 -0.4 0.2
H -3.270576 -1.344584 -3.852261 -0.1 -0.1 0.1
C -0.216787 -2.086060 2.605011 0.8 -0.1 0.4
C -0.048123 -0.916472 0.597383 0.4 1.4 0.0
H 0.320087 7.955559 -2.908524 -0.4 -0.2 -0.1
C -2.480268 -0.241204 0.243373 -0.1 0.1 0.2
C 1.652577 0.072820 -1.004929 0.3 0.3 -0.1
C -3.169230 0.798492 0.938639 0.1 0.0 0.3
C 4.287501 0.316869 -1.795396 -1.4 -0.3 0.1
C -4.513591 1.268638 -1.033464 0.2 0.0 0.2
```
Positions in Å, forces in eV/Å.

The value obtained for the LUMO energy is -0.1676 hartree. The value obtained for the strongest force on any atom is 3.047 eV/Å. Its net charge is +1. The calculation puts the HOMO-LUMO gap at 4.66 eV.


Entry 4:
DFT (ωB97M-V/def2-TZVPD) results for a single C2H4Cl3NO molecule at a distorted geometry.

The geometry in XYZ format:
```
11
Properties=species:S:1:pos:R:3:forces:R:3
N 0.343482 -0.489905 0.337973 -4.5 1.9 3.0
O -2.190472 -0.392318 0.342311 -1.5 -1.7 0.5
H -2.243868 -0.881580 -0.484389 0.1 0.0 -0.1
H -1.242944 1.010825 1.295044 0.5 0.2 -0.7
H 0.355956 -0.458437 1.370188 1.1 -0.5 -0.7
Cl 2.616064 -1.473843 -0.204102 0.5 -0.1 0.2
Cl 2.339656 1.333443 0.015033 0.7 2.0 0.8
Cl 0.921847 -0.048425 -2.056569 0.3 0.3 -0.2
H -1.168275 1.006145 -0.660041 0.5 0.1 1.5
C 1.475610 -0.080692 -0.289891 -0.7 -2.3 -2.4
C -1.207055 0.474786 0.334442 3.1 0.1 -1.9
```
Positions in Å, forces in eV/Å.

The relative energy (zero: lowest compared OMol25 entry of this formula, charge and spin) comes out at 32.8 kcal/mol. The value obtained for the LUMO energy is 0.0194 hartree. The value obtained for the strongest force on any atom is 5.761 eV/Å. The calculation puts the HOMO-LUMO gap at 10.52 eV.


Entry 5:
DFT (ωB97M-V/def2-TZVPD) results for a molecular structure, C4H3O2OsS4SbSe4.

The geometry in XYZ format:
```
19
Properties=species:S:1:pos:R:3:forces:R:3
Sb -2.663661 -0.332897 2.620227 0.1 0.0 0.0
Se -3.564727 1.583002 3.763547 0.0 0.0 0.0
Se -3.393403 -2.523975 3.317870 0.0 0.0 0.0
S 4.447121 2.378110 0.004682 -0.1 0.0 -0.1
C -0.280250 -2.933670 0.089649 -0.5 0.0 0.0
C 2.820418 1.708535 0.073828 0.1 0.3 -0.1
S 2.244073 4.278486 -0.331514 0.0 0.0 -0.1
O 4.790261 4.966737 -0.393540 0.1 0.0 -0.2
H 0.177459 -3.190241 1.055922 -0.1 -0.1 0.0
S 2.592983 0.017844 0.244081 -0.4 -0.2 0.0
C 1.812493 2.593051 -0.078392 0.3 0.1 0.0
Se -0.023716 -0.280850 2.612447 -0.1 0.0 0.2
O 0.368580 -1.814285 -0.446155 0.4 0.5 0.0
S 0.131865 2.139135 -0.096563 -0.4 -0.1 -0.4
Os 0.160746 -0.035149 0.346157 0.7 -0.5 0.3
H -1.351500 -2.780825 0.262346 0.1 0.0 0.0
C 3.995114 4.061006 -0.301002 -0.1 0.0 0.4
H -0.154064 -3.777570 -0.599906 0.0 0.0 0.0
Se -2.340190 -0.091147 0.124416 -0.2 0.0 0.0
```
Positions in Å, forces in eV/Å.

The relative energy (zero: lowest compared OMol25 entry of this formula, charge and spin) comes out at 3.9 kcal/mol. The value obtained for the LUMO energy is 0.1598 hartree. The value obtained for the strongest force on any atom is 0.924 eV/Å. Its net charge is -2. The calculation puts the HOMO-LUMO gap at 6.17 eV.